Record 1
{
  "formula": "C22H63NO10",
  "method": "ωB97M-V/def2-TZVPD",
  "species": ["C", "C", "O", "H", "H", "H", "H", "H", "H", "C", "C", "O", "H", "H", "H", "H", "H", "H", "C", "C", "O", "H", "H", "H", "H", "H", "H", "C", "C", "O", "H", "H", "H", "H", "H", "H", "C", "C", "O", "H", "H", "H", "H", "H", "H", "C", "C", "O", "H", "H", "H", "H", "H", "H", "C", "C", "O", "H", "H", "H", "H", "H", "H", "C", "C", "O", "H", "H", "H", "H", "H", "H", "C", "O", "C", "C", "N", "C", "C", "O", "C", "H", "H", "H", "H", "H", "H", "H", "H", "H", "H", "H", "H", "H", "H", "H"],
  "xyz": [[0.041911, 18.477340, 14.636362], [-0.790841, 18.749394, 15.869271], [0.130055, 19.158939, 16.819375], [0.926102, 17.902387, 14.911540], [0.529040, 19.411569, 14.357069], [-0.525171, 18.034272, 13.817699], [-1.113687, 17.788003, 16.268772], [-1.631999, 19.432488, 15.751164], [-0.045641, 20.069080, 17.069135], [1.562547, 16.262940, 25.245997], [1.211590, 17.329732, 26.186850], [0.563664, 18.560220, 25.853993], [1.849756, 16.653947, 24.269920], [0.710462, 15.585257, 25.193092], [2.486909, 15.716302, 25.432664], [2.158716, 17.711313, 26.568233], [0.632032, 17.006902, 27.051717], [1.119451, 19.265589, 25.514627], [0.428095, 13.742637, 18.440041], [1.411618, 12.539760, 18.568680], [1.246413, 11.973265, 19.803611], [-0.570999, 13.334491, 18.287301], [0.641875, 14.434397, 17.625261], [0.330898, 14.257840, 19.395667], [2.439296, 12.888392, 18.466600], [1.188548, 11.814086, 17.786542], [0.333360, 11.676765, 19.808388], [4.352104, 14.074624, 20.580138], [4.825165, 12.710757, 20.033140], [5.293531, 11.965880, 21.102362], [3.704715, 13.996391, 21.453561], [3.890932, 14.690479, 19.808042], [5.188594, 14.715391, 20.859090], [5.430288, 12.779734, 19.129175], [3.976602, 12.091178, 19.743016], [5.058181, 11.061092, 20.884262], [6.641144, 18.162212, 24.498597], [5.200268, 17.789019, 24.082234], [4.488478, 19.014517, 23.825605], [6.625350, 19.236454, 24.682628], [7.345823, 18.041317, 23.675847], [7.005878, 17.564013, 25.333596], [4.699380, 17.106506, 24.768800], [5.291721, 17.207629, 23.164769], [4.362970, 19.153781, 22.884082], [-1.699093, 18.271210, 23.109466], [-2.319096, 19.035714, 24.274380], [-2.213350, 18.343206, 25.479177], [-0.637448, 18.030024, 23.162771], [-1.828697, 18.884324, 22.217616], [-2.162862, 17.312557, 22.877032], [-3.367721, 19.273166, 24.095258], [-1.759027, 19.959853, 24.417206], [-1.274283, 18.225101, 25.639808], [3.310994, 17.856644, 15.750084], [4.595427, 17.631661, 16.392512], [4.485593, 18.000817, 17.803131], [2.476200, 17.505420, 16.356594], [3.356659, 17.441396, 14.743311], [3.037313, 18.911721, 15.746801], [5.380148, 18.226235, 15.924762], [4.850745, 16.574424, 16.320623], [3.590857, 17.936890, 18.145125], [2.006848, 18.282920, 21.343806], [1.726183, 17.259309, 20.180093], [2.063934, 17.888574, 18.952952], [1.475218, 19.234162, 21.318925], [3.095133, 18.342390, 21.357893], [1.718781, 17.853186, 22.303201], [0.683485, 16.949053, 20.112103], [2.309300, 16.360320, 20.379822], [1.453402, 17.683200, 18.241147], [0.274997, 22.118563, 20.083497], [-0.306877, 21.824504, 18.800176], [-0.474439, 22.987800, 17.961577], [-1.304942, 22.752879, 16.666604], [-0.465239, 22.388720, 15.514764], [0.504523, 23.384547, 15.014425], [-0.192229, 24.366399, 14.143393], [-0.600802, 23.749054, 12.930951], [-1.456312, 24.539331, 12.098559], [-0.415604, 22.610733, 20.768284], [1.256536, 22.591421, 20.050393], [0.364884, 21.175722, 20.623015], [0.484625, 23.498685, 17.876259], [-1.029324, 23.673422, 18.601985], [-1.923154, 23.605204, 16.384719], [-2.061494, 21.996562, 16.875677], [-0.990598, 22.074111, 14.711573], [1.331850, 22.949015, 14.454125], [1.123937, 23.946247, 15.713648], [0.525541, 25.142176, 13.876768], [-0.974074, 24.845466, 14.732718], [-1.516964, 24.104496, 11.100894], [-1.090090, 25.565176, 12.057919], [-2.497301, 24.481132, 12.416446]],
  "atomic_forces_ev_per_a": [[0.07, 0.63, -0.38], [0.53, -1.54, -0.35], [0.69, 1.02, 1.59], [-0.51, -0.60, 0.01], [-0.40, 0.29, -0.49], [0.20, 0.00, -0.10], [-0.87, -0.13, -0.30], [0.03, 0.01, -0.16], [0.24, 0.27, 0.23], [-0.60, -0.78, -1.94], [2.00, 2.39, 2.62], [-1.42, -0.28, -1.11], [-0.66, 0.24, -0.33], [0.28, -0.32, -0.63], [-0.22, -0.08, 1.02], [0.29, -0.37, 0.61], [0.08, -0.43, -0.15], [0.46, -0.46, -0.09], [-0.06, -0.74, 0.01], [-0.46, 2.00, -1.42], [-0.04, -0.99, 1.45], [-0.17, -0.03, -0.30], [0.10, -0.03, 0.05], [0.51, 0.23, -0.03], [-0.01, -0.14, 0.04], [0.21, -0.02, -0.33], [-0.09, -0.22, 0.47], [0.63, 0.22, -0.73], [-2.45, 0.66, 0.03], [1.59, -0.83, 0.89], [-0.09, -0.30, -0.21], [-0.42, -0.26, -0.17], [0.37, -0.30, 0.24], [0.75, 0.21, 0.28], [-0.67, 0.74, -0.73], [0.31, -0.13, 0.43], [-0.37, -0.09, -0.18], [1.14, 0.33, -1.12], [-0.42, -0.53, 0.56], [0.14, -0.14, 0.59], [-0.08, -0.20, -0.10], [0.00, 0.29, 0.13], [-0.28, 0.60, 0.40], [-0.28, -0.02, -0.22], [0.07, -0.24, 0.00], [-0.36, 0.04, -0.91], [1.03, -0.24, -0.12], [-0.83, -0.76, 0.63], [0.12, 0.39, 0.56], [0.07, 0.06, -0.25], [-0.43, 0.01, 0.31], [0.03, -0.09, -0.04], [-0.12, 0.51, -0.41], [0.37, 0.16, 0.18], [-1.43, 0.90, -0.68], [0.28, -0.03, 2.54], [1.88, 0.01, -1.18], [0.08, -0.94, -0.29], [-0.60, 0.06, -0.08], [0.38, 0.29, -0.51], [0.13, 0.00, 0.23], [0.30, -0.14, 0.04], [-0.49, -0.16, -0.11], [-0.18, -1.58, -0.43], [-0.71, 1.20, 0.77], [0.45, -0.01, 0.09], [0.31, -0.01, -0.63], [-0.03, 0.68, 0.03], [0.02, -0.32, 0.02], [-0.15, 0.08, 0.34], [0.24, -0.01, -0.21], [-0.43, 0.10, 0.10], [-0.72, -1.02, -0.11], [0.39, 0.04, -0.32], [-0.91, 0.35, 1.29], [1.12, 0.06, -0.19], [1.22, -0.60, 0.72], [-0.14, -0.40, -0.19], [0.63, 0.97, -0.82], [-0.71, -0.16, -0.07], [0.11, -0.53, 0.35], [-0.16, 0.92, -0.41], [-0.09, 0.21, -0.24], [0.39, -0.35, -0.51], [0.24, -0.23, -0.78], [-0.46, 0.38, -0.14], [0.11, 0.71, 0.60], [0.31, -0.45, -0.04], [-0.20, -0.03, 0.11], [-0.37, -0.77, -0.36], [-0.75, -0.10, 0.94], [0.09, 0.45, -0.03], [-0.60, 0.00, -0.32], [0.66, -0.04, -0.01], [-0.16, 0.11, -0.11], [-0.07, 0.37, 0.57]],
  "total_charge": 0,
  "total_energy_ha": -1682.92334,
  "orbital_gap_ev": 9.510,
  "smiles": "COCCNCCOC.CCO.CCO.CCO.CCO.CCO.CCO.CCO.CCO",
  "lumo_ev": 0.57
}

***

Record 2
{
  "formula": "C8H12NS2",
  "method": "ωB97M-V/def2-TZVPD",
  "species": ["C", "C", "C", "C", "C", "C", "C", "C", "N", "S", "S", "H", "H", "H", "H", "H", "H", "H", "H", "H", "H", "H", "H"],
  "xyz": [[-1.541582, 0.171380, 3.355026], [-0.388418, 0.038504, 2.556662], [-2.634296, 0.566899, 2.669256], [-0.620210, 0.339906, 1.250321], [-0.578947, -1.591309, -1.255998], [0.301930, -2.280115, -0.112273], [0.626248, 0.260928, -0.171732], [1.160896, 1.645466, -0.227156], [-0.234736, -0.158661, -1.271512], [-2.195077, 0.839851, 0.928656], [1.756034, -1.153988, -0.003183], [-1.608760, -0.053089, 4.415895], [0.528244, -0.264882, 2.936151], [-3.578997, 0.906384, 3.047175], [-0.545516, -2.038419, -2.258047], [-1.675380, -1.695399, -0.820274], [-0.316236, -2.152816, 0.881001], [0.761686, -3.141752, -0.427301], [0.615772, 2.315134, -0.784801], [2.222588, 1.656565, -0.510950], [1.227229, 2.057799, 0.791363], [0.382806, -0.118780, -2.083724], [-1.082552, 0.463656, -1.382384]],
  "atomic_forces_ev_per_a": [[4.18, -1.55, 0.73], [-2.03, -0.54, 5.75], [-2.02, 1.10, -1.84], [2.37, 0.39, -7.08], [-2.78, -2.14, 2.95], [-1.52, 4.37, 0.77], [-2.71, -0.83, 4.89], [2.79, -0.80, 1.81], [-0.38, 0.81, -1.99], [-1.56, 0.70, -0.95], [-0.78, 0.79, 0.35], [0.33, 0.04, -0.19], [1.58, -0.46, 0.67], [-0.22, -0.06, -0.08], [0.27, 0.30, 0.41], [2.06, 0.39, -1.32], [1.50, -1.10, -1.89], [0.22, -2.64, -0.21], [-1.37, 1.41, -1.47], [-0.29, -0.02, -0.57], [-0.33, -0.24, -0.25], [-0.28, 0.81, -0.47], [0.98, -0.73, 0.00]],
  "total_charge": 1,
  "total_energy_ha": -1162.69568,
  "orbital_gap_ev": [5.560, 7.037],
  "s2": 2.019,
  "multiplicity": 3,
  "lumo_ev": [-3.07, -5.85]
}

***

Record 3
{
  "formula": "C6H9NO",
  "method": "ωB97M-V/def2-TZVPD",
  "species": ["C", "C", "C", "C", "C", "C", "H", "H", "H", "H", "H", "H", "H", "H", "H", "N", "O"],
  "xyz": [[-1.093388, 0.038159, 0.306862], [-0.156281, -1.202197, -0.089660], [1.009836, -1.577033, 0.533015], [1.132607, -0.652195, -0.714735], [0.868550, 1.518885, 0.677448], [-0.214758, 1.192761, -0.112512], [-2.434638, 0.382916, -1.075484], [-1.024134, 0.031810, 1.379486], [-0.945257, -1.958781, -0.489219], [1.150554, -1.263375, 1.670347], [1.636635, -2.473207, 0.311399], [1.682540, -0.813995, -1.508541], [1.191943, 2.551836, 0.536189], [1.068103, 0.762433, 1.635622], [-0.640982, 2.025736, -0.632626], [1.202383, 0.862843, -0.694613], [-2.422606, -0.149444, -0.070924]],
  "atomic_forces_ev_per_a": [[3.07, -1.93, 0.94], [-5.74, -0.44, -4.39], [5.19, 0.28, 3.77], [-2.82, 2.41, 5.33], [3.76, -2.05, 2.06], [-2.09, 0.49, -2.66], [-0.44, -2.52, 4.22], [-0.70, 0.14, 0.81], [1.81, 0.93, 0.14], [0.15, -0.38, -2.45], [-1.37, 0.23, 0.30], [2.32, -2.40, -3.85], [0.32, -0.33, 1.29], [-0.24, 2.76, -2.37], [-0.74, 0.30, -0.30], [-3.03, -0.76, 2.31], [0.54, 3.25, -5.15]],
  "total_charge": 0,
  "total_energy_ha": -363.81115,
  "orbital_gap_ev": 9.798,
  "smiles": "O[C@H]1[C@@H]2C[C@@H]2N2C[C@H]12",
  "lumo_ev": 0.78
}

***

Record 4
{
  "formula": "C4H5NO",
  "method": "ωB97M-V/def2-TZVPD",
  "species": ["O", "C", "C", "N", "C", "C", "H", "H", "H", "H", "H"],
  "xyz": [[-1.779377, 2.012348, 1.528755], [-1.298418, 1.664346, 0.558092], [-0.902979, -1.023098, -0.731254], [0.123243, -0.542993, -0.108341], [1.370988, 0.148905, -0.391456], [0.729551, 0.019864, 0.932801], [-1.722161, -1.436521, -0.154915], [-0.915022, -1.005299, -1.814174], [1.258945, 1.087423, -0.940810], [2.188213, -0.491177, -0.734767], [0.993122, -0.403366, 1.892255]],
  "atomic_forces_ev_per_a": [[0.33, -0.31, -0.84], [-0.50, 0.62, 0.90], [0.10, -0.13, 0.01], [-0.16, 0.09, 0.01], [0.16, 0.09, -0.33], [0.02, -0.28, 0.14], [0.14, 0.00, -0.06], [0.07, -0.04, 0.20], [0.09, -0.07, 0.13], [-0.18, 0.00, 0.02], [-0.06, 0.03, -0.18]],
  "total_charge": 0,
  "total_energy_ha": -285.25570,
  "orbital_gap_ev": [8.586, 8.585],
  "lumo_ev": [1.09, 1.09]
}